[1]
{
  "formula": "C6H5IN2",
  "method": "ωB97M-V with the def2-TZVPD basis set",
  "e_above_lowest_ev": 1.543,
  "e_tot_ev": -17379.93794,
  "symbols": ["C", "C", "C", "C", "C", "C", "N", "N", "I", "H", "H", "H", "H", "H"],
  "xyz": [[-0.1197, 1.6361, 2.1679], [2.2772, 0.3097, -2.1059], [-0.4201, -0.1739, 0.5635], [0.3205, 0.1484, -0.7151], [-1.9127, -0.2286, 0.7418], [1.6011, -0.1102, -0.9450], [0.1536, 0.6826, 1.4647], [2.7049, 0.5395, -3.1573], [2.6796, -1.6157, 0.0541], [-0.0887, -1.1541, 0.9770], [-0.1692, 0.7762, -1.5123], [-2.2811, -0.6192, -0.2196], [-2.2130, -0.7964, 1.7779], [-2.5326, 0.6058, 0.9083]]
}

***

[2]
{
  "formula": "C6H5MnO3",
  "method": "ωB97M-V with the def2-TZVPD basis set",
  "total_charge": 3,
  "multiplicity": 6,
  "s_squared": 8.754,
  "e_tot_ev": -43729.95277,
  "symbols": ["O", "C", "O", "C", "O", "Mn", "C", "C", "H", "H", "H", "C", "C", "H", "H"],
  "xyz": [[-0.1826, 0.4171, -0.3918], [-1.2747, 0.7553, -0.1118], [3.5503, -0.0018, 0.1189], [4.6962, -0.2396, 0.1219], [5.8151, -0.4669, 0.1236], [1.6588, 0.2750, -0.0664], [-2.4841, 1.1567, 0.1455], [-3.4747, 0.3931, 0.9790], [-2.7438, 2.1335, -0.2754], [-4.2084, 1.0722, 1.4777], [-3.0403, -0.1467, 1.8408], [-4.3257, -0.5123, 0.2929], [-5.1450, -1.1424, -0.4434], [-4.7503, -2.0466, -0.9497], [-6.2191, -0.9083, -0.4114]]
}

***

[3]
{
  "formula": "C6H5N2O6Pd",
  "method": "ωB97M-V with the def2-TZVPD basis set",
  "total_charge": 3,
  "multiplicity": 5,
  "s_squared": 6.044,
  "e_above_lowest_ev": 0.000,
  "e_tot_ev": -25008.82650,
  "symbols": ["O", "C", "Pd", "C", "O", "C", "O", "C", "O", "C", "O", "H", "N", "C", "N", "O", "H", "H", "H", "H"],
  "xyz": [[-0.0209, 3.1651, -1.0460], [-0.0154, 2.0372, -1.2566], [0.0005, -0.0061, -1.5496], [0.0157, -1.9870, -1.1953], [0.0186, -3.1297, -1.1187], [-0.0096, -0.1352, -3.5978], [-0.0954, -1.0006, -4.4053], [2.0370, 0.0608, -1.4433], [3.1768, 0.0109, -1.3736], [-2.0328, 0.0270, -1.4254], [-3.1742, -0.0334, -1.3758], [0.0957, 0.9824, -3.6544], [1.1497, 0.0036, 3.1382], [-0.0005, 0.0038, 2.4179], [-1.1475, -0.0107, 3.1361], [0.0007, 0.0175, 1.1805], [1.1368, 0.0046, 4.1485], [2.0175, 0.0122, 2.6357], [-2.0168, -0.0130, 2.6353], [-1.1359, -0.0096, 4.1496]]
}

***

[4]
{
  "formula": "C6H5N3",
  "method": "ωB97M-V with the def2-TZVPD basis set",
  "e_above_lowest_ev": 9.135,
  "e_tot_ev": -10764.09127,
  "symbols": ["C", "C", "C", "C", "C", "C", "H", "H", "H", "H", "H", "N", "N", "N"],
  "xyz": [[-4.0638, -0.5504, -0.2380], [-2.9062, -0.0728, -0.2343], [-1.3967, 0.3125, 0.2183], [0.8344, -0.4221, -0.2831], [2.6057, 0.7051, -0.0191], [3.0189, -0.6153, 0.0279], [-5.1913, -0.3102, 0.0074], [-1.4049, 1.7695, -0.0726], [-1.4014, 0.0680, 1.6099], [3.1097, 1.7446, -0.4455], [3.8742, -1.1472, 0.0773], [-0.3706, -0.7768, -0.1787], [1.3102, 0.7749, -0.3487], [1.9818, -1.4797, -0.1208]]
}